# 1
The following is a DFT calculation (ωB97M-V/def2-TZVPD) of a 2-piece molecular cluster, C4H5OP overall in a non-equilibrium geometry.

The geometry in XYZ format:
```
11
Properties=species:S:1:pos:R:3:nbo_charge:R:1
H -0.60 2.38 0.15 0.236
C 1.15 0.93 -0.26 -0.244
H 1.95 1.66 -0.10 0.225
H 2.25 -0.97 -0.22 0.234
H -0.20 -2.63 -0.65 0.207
C 1.25 -0.53 -0.36 -0.279
H -2.04 -0.88 1.42 0.487
C -0.12 1.39 0.03 -0.473
C 0.09 -1.13 -0.29 -0.488
P -1.31 0.00 -0.53 1.052
O -2.43 -0.20 0.81 -0.957
```

LUMO level   -0.00745 hartree
Calculated total energy   -571.8837 a.u.
Molar mass   100.1 g/mol
ΔE to the lowest compared entry with this formula, charge and spin   2.267 eV
HOMO level   -9.10 eV
Frontier orbital gap   8.8999 eV

# 2
The following is a DFT calculation (ωB97M-V/def2-TZVPD) of a 4-piece molecular cluster, C38H66O4 overall in a non-equilibrium geometry.

The geometry in XYZ format:
```
108
Properties=species:S:1:pos:R:3:mulliken_charge:R:1
H 5.49 -5.98 1.00 0.265
H 4.77 -8.12 -1.76 0.341
H -5.43 7.97 -5.17 0.279
H -2.49 6.81 3.65 0.250
C 4.89 -8.16 -4.64 -0.386
C 4.73 -4.83 -2.87 -1.304
C 3.54 -3.63 2.64 0.142
H 4.21 -1.98 6.17 0.289
O -1.25 -5.04 4.48 -0.346
H -2.95 10.05 -0.97 0.254
C 5.08 -4.24 5.56 -0.357
H -2.22 1.38 1.99 0.214
H -4.98 8.67 -1.42 0.349
H 4.80 -10.23 -3.99 0.290
C -5.12 7.93 2.01 -1.415
C -3.74 5.24 2.84 -0.749
H 0.85 -5.09 4.99 0.136
H -3.02 7.72 1.60 0.265
H -0.32 5.62 3.44 0.374
H -4.61 5.51 3.45 0.315
H -5.13 9.01 1.83 0.383
C -4.49 9.20 -2.24 -0.455
C 4.12 -9.41 -4.24 -1.172
H -1.71 2.13 0.34 0.258
H 5.55 -4.47 -2.24 0.278
C 4.25 -2.81 5.33 -0.470
H -2.27 7.98 -4.66 0.387
H -0.36 -5.48 6.40 0.213
H 3.33 -6.47 -2.97 0.310
C -2.48 5.72 3.55 -0.382
H -0.90 0.87 -1.24 0.332
H 2.89 -1.51 3.72 0.202
H -6.09 7.53 1.68 0.310
C -0.99 -4.08 -0.45 0.244
C 0.87 -2.06 -1.03 -0.922
C -3.97 7.28 1.27 0.535
C -2.87 8.78 -4.21 -0.871
H 3.59 -6.21 0.98 -0.029
H -3.00 -4.64 0.95 0.207
H -3.14 9.79 -6.09 0.359
H 5.74 -6.38 4.51 0.254
H 0.22 -1.09 0.96 0.217
C -4.73 8.37 -5.91 -1.172
H -2.84 7.83 -2.29 0.351
H -1.11 5.71 1.86 0.272
C 0.71 -5.19 1.84 0.385
C 4.54 -6.15 1.69 -0.828
H -4.42 11.03 -1.09 0.374
H 5.09 -4.93 -3.90 0.407
C 4.17 -6.14 -2.34 0.475
H 0.23 -2.08 -2.03 0.431
C -1.82 -4.67 0.87 -0.899
O 1.40 -6.19 2.40 -0.560
C 5.15 -5.36 4.33 -0.554
C 4.39 -5.02 2.88 0.690
H -1.51 -0.90 -1.47 0.208
C 0.46 -3.36 -0.11 -0.046
C -1.08 -0.14 -0.66 -0.483
C -3.73 10.39 -1.65 -1.257
H 6.59 -8.47 -3.36 0.417
C 0.40 -0.72 -0.16 -0.339
C -3.78 9.38 -5.29 -0.364
H 1.20 0.14 -0.17 0.361
H -3.53 1.62 0.64 0.229
H -2.16 9.55 -3.89 0.334
H -2.86 -5.72 3.19 0.278
H -4.35 10.22 -4.89 0.227
H 2.62 -2.02 1.26 0.338
H 6.45 -6.84 -3.98 0.314
H 4.19 -7.37 -4.91 0.236
C -0.96 -5.22 1.98 0.752
H -5.31 8.84 -6.71 0.374
H 3.50 -3.45 0.36 0.044
H 3.94 -4.07 -2.87 0.292
H 3.76 -5.97 -1.34 -0.357
H -1.14 4.20 2.78 0.198
O -1.39 -4.19 -1.71 -0.575
H -3.73 4.14 2.81 0.348
H -0.07 -6.83 5.10 0.233
H -1.48 -7.00 3.44 0.250
C -1.19 5.29 2.86 -1.065
C -1.68 -5.85 3.34 -0.494
C -3.94 5.76 1.41 -0.665
C -2.40 1.31 0.81 -0.597
C 5.87 -7.67 -3.57 -0.887
H -4.07 7.52 0.20 -0.428
C 1.33 -3.92 1.01 0.923
H -3.14 5.36 0.77 0.268
H -3.27 11.00 -2.44 0.383
C -3.59 8.22 -2.99 -0.534
C -0.16 -5.67 5.25 -0.420
H 5.46 -8.39 -5.55 0.371
H -4.20 7.35 -3.29 0.363
H -4.18 7.53 -6.35 0.289
C 3.49 -2.53 3.89 -0.622
H -5.04 7.78 3.09 0.404
C 5.23 -7.25 -2.24 -0.577
H -2.48 5.32 4.57 0.377
H 3.48 -9.74 -5.06 0.375
H 2.02 -1.95 -1.24 0.229
H 6.02 -6.92 -1.56 0.325
H -4.87 5.34 1.02 0.368
H -5.29 9.57 -2.89 0.370
C 2.77 -3.19 1.26 -0.078
O -2.08 -0.07 0.41 -0.348
H 4.59 -7.20 2.24 0.343
H 3.48 -9.22 -3.37 0.276
H 5.66 -4.48 6.58 0.270
```

LUMO level   -0.05225 hartree
SMILES   COCCCC1=C(Cc2ccccc2C)C(=O)C(COC)=CC1=O.CCCCCC.CCCCCC.CCCCCC
Calculated total energy   -1787.7986 a.u.
Molar mass   586.9 g/mol
HOMO level   -8.31 eV
Frontier orbital gap   6.8863 eV

# 3
The following is a DFT calculation (ωB97M-V/def2-TZVPD) of one molecule with the formula C29H29NO5 in a non-equilibrium geometry.

The geometry in XYZ format:
```
64
Properties=species:S:1:pos:R:3:nbo_charge:R:1
C -0.02 -6.11 5.50 -0.253
C 0.97 -2.16 2.52 -0.152
C 1.66 2.10 -0.08 -0.274
H 0.33 -3.05 0.67 0.226
H -4.81 -2.14 -0.28 0.175
O -4.62 -2.56 -2.31 -0.496
H -3.60 -1.91 -6.66 0.175
C 0.06 -4.38 2.31 -0.258
O 2.02 6.96 -0.15 -0.526
H -0.59 -5.42 6.13 0.176
H 0.95 -3.74 5.52 0.220
C -2.35 -0.71 -4.43 -0.296
H 0.49 0.18 -1.80 0.200
C 0.22 -4.60 3.68 0.312
C 0.42 -3.19 1.74 -0.161
H 1.59 -1.62 4.49 0.216
C 1.34 4.84 -1.14 -0.237
H 3.75 5.62 -1.67 0.201
C -3.44 -1.44 -4.00 0.251
C 0.88 -0.22 0.83 -0.093
H -3.94 -3.65 -0.68 0.174
H -5.69 -3.54 -0.94 0.201
C 3.63 5.22 -0.66 -0.244
H -2.56 -1.78 -0.74 0.213
C 1.65 0.99 0.76 -0.015
C 2.53 0.95 1.86 0.237
O -0.18 -5.82 4.14 -0.489
H -0.36 -5.18 1.71 0.226
H -2.27 -0.40 -5.46 0.220
H 3.13 6.01 1.30 0.163
C -0.21 -0.64 -0.01 -0.217
H 0.52 4.12 -1.14 0.213
O -4.49 -1.83 -4.78 -0.481
H -0.97 -1.22 0.49 0.203
C 1.35 -0.89 1.95 0.309
C 3.43 1.96 2.11 -0.215
C -1.40 -0.74 -2.20 -0.080
H 4.10 1.92 2.95 0.222
C -4.47 -1.48 -6.14 -0.250
C 3.43 3.05 1.26 -0.278
H -0.40 -7.12 5.64 0.202
H 0.80 5.60 0.81 0.164
C -0.31 -0.36 -1.32 -0.185
H 1.04 -6.08 5.80 0.177
C 3.24 6.37 0.27 -0.087
N 2.58 4.22 -0.73 -0.437
C 2.55 3.14 0.16 0.170
H 0.10 6.53 -0.55 0.194
H 3.98 7.17 0.24 0.194
C 1.15 -2.40 3.88 -0.096
H -4.47 -0.39 -6.28 0.174
C -1.34 -0.37 -3.54 -0.192
H 4.12 3.85 1.46 0.210
H -5.38 -1.89 -6.57 0.201
H 4.57 4.76 -0.35 0.212
C -4.76 -2.99 -0.98 -0.252
C -3.51 -1.83 -2.64 0.339
C 0.79 -3.60 4.46 -0.327
H -0.50 0.21 -3.90 0.207
H 0.99 2.14 -0.92 0.213
C 0.99 6.00 -0.20 -0.085
C -2.50 -1.48 -1.77 -0.297
O 2.34 -0.19 2.58 -0.418
H 1.48 5.23 -2.16 0.196
```

LUMO level   0.01527 hartree
SMILES   COc1ccc(-c2oc3ccc(N4CCOCC4)cc3c2/C=C/c2ccc(OC)c(OC)c2)cc1
Calculated total energy   -1553.3696 a.u.
Molar mass   471.6 g/mol
ΔE to the lowest compared entry with this formula, charge and spin   2.874 eV
HOMO level   -7.12 eV
Frontier orbital gap   7.5312 eV